C5H13N2 | ωB97M-V/def2-TZVPD

XYZ file:
```
20
Properties=species:S:1:pos:R:3:forces:R:3:lowdin_charge:R:1
C 0.8970 -2.0881 -0.1269 3.975 4.676 0.910 0.1051
C 1.7504 -1.2254 0.0822 -1.613 -1.347 0.371 -0.0955
C 2.1383 1.2095 -0.1873 2.449 0.008 -2.645 -0.1183
C 2.5263 -0.0813 0.6069 0.956 0.899 -0.158 -0.2350
C -2.4073 -0.3396 0.0843 3.142 -1.650 0.048 -0.2171
N -1.3267 -0.1059 -1.0575 1.570 0.789 0.920 0.1627
N -1.9425 0.3196 1.1978 -1.956 3.051 0.895 0.0422
H -0.5118 -0.7635 -0.7312 -0.971 1.089 -0.972 0.0945
H 0.3726 -2.9054 -0.3179 -1.973 -3.148 -0.767 -0.0006
H 2.7741 2.1064 -0.0119 -0.578 -0.672 0.859 0.0814
H 1.1040 1.4265 -0.0245 -0.596 0.354 -0.040 0.0254
H 2.4063 1.1403 -1.3451 -1.063 -0.486 2.204 0.1213
H 3.6709 -0.2177 0.6720 -1.917 -0.140 -0.442 0.1493
H 2.1877 0.0794 1.6439 0.217 -0.211 -0.258 0.1150
H -3.3706 -0.0938 -0.1679 -1.961 1.108 -1.267 0.1054
H -2.3922 -1.4058 0.2239 0.118 -0.657 -0.335 0.1255
H -1.6303 -0.3079 -2.0016 -0.084 -0.444 -0.255 0.1421
H -0.8680 0.8821 -1.0989 -1.365 -1.924 0.545 0.1837
H -1.5469 -0.1150 1.9963 0.319 -0.951 0.253 0.0908
H -2.7042 0.9597 1.4977 1.331 -0.344 0.136 0.1219
```
Positions in Å, forces in eV/Å.

total charge	+1
energy relative to the best compared isomer or geometry (same formula, charge and spin)	392.0	kJ/mol

***

C5H13N2 | ωB97M-V/def2-TZVPD

XYZ file:
```
20
Properties=species:S:1:pos:R:3:forces:R:3:lowdin_charge:R:1
N 0.7096 0.8101 0.6081 0.144 -0.543 0.699 0.3222
C 0.5228 -0.3375 -0.0862 -0.245 1.684 -2.259 -0.3731
C -0.7722 -1.1662 0.3206 -0.078 -0.713 0.741 -0.0904
C -1.9883 -0.3119 0.2391 0.378 0.123 0.260 -0.1731
C -3.1405 -0.7205 -0.2572 -0.310 -0.439 -0.033 0.0772
C 1.8689 -1.1489 -0.0473 0.606 -1.024 0.230 -0.1831
N 2.8303 -0.2705 -0.6142 0.235 0.654 0.508 0.1065
H 0.9065 0.6178 1.6091 -0.023 -0.091 -0.122 0.1327
H 0.4020 -0.0314 -1.1380 -0.232 -0.232 0.154 0.1583
H 2.7195 0.7220 -0.4361 0.003 -0.088 0.041 0.0946
H -0.3851 5.0705 -0.1966 -0.230 0.351 -0.220 -0.0066
H -0.8141 -2.0166 -0.3443 0.018 -0.139 -0.392 0.1293
H -0.5709 -1.5803 1.3055 0.006 0.224 0.376 0.1317
H -1.9088 0.6645 0.6883 0.017 0.371 -0.077 0.1063
H -3.2721 -1.7438 -0.5910 0.053 0.100 -0.375 0.0839
H -4.0172 -0.0868 -0.2667 0.022 -0.008 0.144 0.0826
H 1.8601 -2.0678 -0.6399 -0.378 0.070 -0.038 0.1395
H 1.9994 -1.4761 0.9797 0.018 0.353 0.526 0.1300
H -0.7553 5.6257 -0.5495 0.231 -0.356 0.221 0.0068
H 3.8054 -0.5523 -0.5833 -0.235 -0.297 -0.384 0.1246
```
Positions in Å, forces in eV/Å.

total charge	+1
energy relative to the best compared isomer or geometry (same formula, charge and spin)	742.8	kJ/mol

***

C5H13N2 | ωB97M-V/def2-TZVPD

XYZ file:
```
20
Properties=species:S:1:pos:R:3:forces:R:3:lowdin_charge:R:1
N 0.9538 2.0317 0.8533 -0.669 0.929 -1.005 -0.0015
C -0.3720 1.4918 0.8542 -0.855 -3.664 -1.430 -0.1882
C -0.4839 0.5323 -0.4852 0.145 1.555 -0.803 -0.2227
C -1.4437 -0.6906 -0.3950 -1.779 -0.709 -2.314 -0.1827
C -0.6325 -1.9535 0.0283 -0.193 1.614 3.137 -0.1249
C 0.8576 -1.4599 -0.2168 -1.393 -2.091 1.696 -0.1644
N 0.8988 -0.0961 -0.6832 0.601 0.288 -3.605 0.0094
H 1.0538 2.8880 0.3125 0.291 -0.087 0.689 0.1077
H 1.4600 1.9567 1.7103 0.000 0.619 0.422 0.0891
H -1.3875 1.9607 0.7428 1.453 0.912 0.790 0.1350
H -0.4061 0.7637 1.7187 -0.341 0.814 -0.835 0.1351
H -0.5840 1.1324 -1.5515 -0.311 -1.014 3.130 0.1940
H -1.8799 -0.8598 -1.4488 1.286 0.047 0.990 0.1294
H -2.4896 -0.6755 0.0385 1.576 0.904 0.672 0.1379
H -1.1122 -2.8660 -0.4953 1.622 1.292 1.047 0.1436
H -0.6042 -2.0194 1.2663 -0.858 -0.410 -3.308 0.1635
H 1.4376 -1.4601 0.6864 0.064 -0.457 0.516 0.1216
H 1.2246 -2.1942 -0.8552 1.510 -0.584 -1.536 0.1059
H 1.7374 0.4691 -0.2688 -2.194 -0.485 -0.551 0.1976
H 1.0290 -0.1652 -1.7596 0.044 0.527 2.298 0.2148
```
Positions in Å, forces in eV/Å.

total charge	+1
SMILES	NC[C@@H]1CCC[NH2+]1
energy relative to the best compared isomer or geometry (same formula, charge and spin)	311.9	kJ/mol

***

C5H13N2 | ωB97M-V/def2-TZVPD

XYZ file:
```
20
Properties=species:S:1:pos:R:3:forces:R:3:lowdin_charge:R:1
C -1.6950 -0.4223 0.0771 0.624 -1.198 0.274 -0.0514
C -0.5625 -1.4384 0.0650 0.180 -0.746 -1.000 -0.4880
C 0.0012 -1.8775 -1.1118 -0.004 1.099 1.576 0.0135
N -0.1852 -1.9245 1.3835 -0.031 0.194 -2.277 0.0785
H -1.4387 0.3452 0.8075 -0.521 0.120 0.169 0.0696
H -2.5183 -1.0618 0.3993 -0.514 0.701 0.236 0.0970
H -1.9352 0.0341 -0.8842 0.248 -0.199 0.090 0.0889
H 0.8816 -2.4917 -0.9694 -0.129 -0.513 -0.574 0.0616
H -0.3263 -1.5551 -2.1284 0.288 -0.269 1.198 0.0877
H -0.8649 -1.6347 2.0738 0.084 -0.444 0.103 0.0826
H 0.0531 -2.9370 1.3901 -0.337 1.268 0.212 0.1187
C 0.7452 1.8866 -0.6665 -0.183 0.604 -0.049 -0.1545
C 0.3062 3.0180 -0.1469 0.475 -0.734 0.095 0.0902
N 1.3288 0.8034 0.1339 -0.444 -1.208 -0.274 0.1702
H 0.7437 1.6665 -1.7133 0.132 -0.043 -0.406 0.1202
H -0.0007 3.8493 -0.7401 -0.341 0.138 -0.554 0.0807
H 0.2848 3.1876 0.9060 0.104 0.040 0.685 0.0771
H 0.8850 0.7046 1.0562 0.523 0.287 -0.005 0.1531
H 1.1136 -0.1577 -0.3108 0.017 0.889 0.170 0.1262
H 2.3470 0.8990 0.1903 -0.171 0.014 0.332 0.1781
```
Positions in Å, forces in eV/Å.

total charge	+1
energy relative to the best compared isomer or geometry (same formula, charge and spin)	259.7	kJ/mol

***

Kohn-Sham gap list, top to bottom, in eV: 10.88, 5.70, 10.64, 9.52